The following is a DFT calculation (ωB97M-V with the def2-TZVPD basis set) of a cluster of 6 separate species, C51H77NOPSi in total in a non-equilibrium geometry.

The frontier orbital gap comes out at 5.9 eV. The total charge is -1. The total energy is -74827.1333 eV.

Last column: Mulliken charge in e.
CARTESIAN COORDINATES (ANGSTROEM)
1 C 3.2267 -0.7122 4.0688  -1.5287
2 C 2.2451 0.0829 3.4018  -0.2839
3 P 0.6663 0.8673 2.6303  1.7572
4 C 0.0090 1.0998 4.4009  -0.7729
5 N -0.0647 2.6149 4.6840  -0.4894
6 C -0.1212 -0.8530 2.3741  -0.3929
7 C -0.3106 -1.7936 3.6824  -0.3082
8 O -0.1590 -3.2139 3.2257  -0.6061
9 C -0.8029 1.8204 1.8125  -1.0583
10 C -2.2694 1.5625 2.4410  0.1963
11 C -3.4832 2.1524 1.4527  -0.3142
12 C -4.2326 3.4496 2.1875  -0.6871
13 C -5.7680 3.7006 1.6591  -0.5449
14 C -6.7395 2.6335 2.4832  -0.0735
15 C -8.0966 3.3371 3.0944  -0.7934
16 C -9.3838 2.5380 2.3937  -0.6401
17 C -9.6867 1.1375 3.2193  -0.5291
18 C -9.2737 -0.2240 2.3456  -0.2555
19 C -9.2616 -1.4808 3.4462  -0.5364
20 C -8.6631 -2.8706 2.8118  -0.4672
21 C -9.4599 -3.3945 1.4691  -0.7734
22 Si 1.6754 0.7477 0.6873  0.8895
23 C 0.7017 -0.1060 -0.7246  -0.4820
24 C 2.0161 2.5885 0.0916  -1.0237
25 C 3.4309 -0.0924 0.7398  -0.1898
26 H 3.8991 -1.6036 4.4833  0.2659
27 H 1.3412 2.1615 2.8065  -0.0953
28 H -1.0130 0.6475 4.6774  0.3339
29 H 0.8166 0.6903 5.1619  0.3687
30 H 0.8312 2.9282 5.1357  0.2614
31 H -0.8585 2.7407 5.3656  0.2117
32 H -1.1213 -0.8671 1.7645  -0.1594
33 H 0.6604 -1.4484 1.6909  0.3068
34 H -1.4116 -1.7003 4.0652  0.1679
35 H 0.4312 -1.6475 4.5656  0.2295
36 H -0.7223 -3.3564 2.3860  0.3136
37 H -0.5608 2.9788 1.9810  0.1608
38 H -0.8752 1.6912 0.6531  0.2650
39 H -2.3556 2.2223 3.4319  -0.0499
40 H -2.5343 0.4709 2.7581  0.0093
41 H -4.2947 1.3087 1.3733  0.0637
42 H -3.0602 2.5253 0.4261  0.2877
43 H -3.5507 4.4225 2.0717  0.2913
44 H -4.2934 3.2606 3.3620  0.2680
45 H -5.8772 3.5875 0.4826  0.2503
46 H -6.0846 4.7788 2.0213  0.3275
47 H -6.1755 2.1228 3.3947  0.1875
48 H -7.0192 1.7670 1.7137  -0.0574
49 H -8.1884 4.4890 2.8748  0.3611
50 H -8.1724 3.2030 4.2702  0.3190
51 H -9.1052 2.2727 1.2719  0.3357
52 H -10.3591 3.1925 2.3744  0.3311
53 H -8.9741 1.1474 4.1591  0.2310
54 H -10.8009 1.0779 3.6312  0.3181
55 H -10.0761 -0.3927 1.4909  0.2050
56 H -8.2118 -0.0631 1.8652  0.0607
57 H -10.3378 -1.6089 3.9400  0.2347
58 H -8.5070 -1.1285 4.2937  0.2715
59 H -7.5163 -2.6835 2.5622  0.2373
60 H -8.6976 -3.7374 3.6054  0.3320
61 H -10.2214 -4.2392 1.8210  0.2480
62 H -10.0745 -2.5240 0.9497  0.2195
63 H -8.6581 -3.8333 0.7342  0.2198
64 H -0.4518 -0.2330 -0.5473  -0.0019
65 H 1.1640 -1.1756 -0.9401  0.0739
66 H 0.8360 0.4957 -1.7464  0.3217
67 H 2.7555 2.5532 -0.8246  0.2307
68 H 0.9779 3.0695 -0.1653  0.1947
69 H 2.4571 3.1696 1.0243  0.2601
70 H 3.3549 -1.2255 1.0818  0.1119
71 H 4.1975 0.4736 1.4484  -0.4116
72 H 3.8981 -0.0225 -0.3489  0.0200
73 C 9.1049 2.4596 2.1958  -0.4724
74 C 9.0624 1.8018 3.4247  -0.2699
75 C 7.8562 1.2884 3.9004  -0.5538
76 C 6.6933 1.4242 3.1417  -0.1964
77 C 6.7366 2.0787 1.9109  -0.3934
78 C 7.9411 2.6003 1.4396  -0.3146
79 H 10.0445 2.8626 1.8270  0.3478
80 H 9.9699 1.6900 4.0127  0.3412
81 H 7.8220 0.7819 4.8611  0.3720
82 H 5.7541 1.0198 3.5099  0.3506
83 H 5.8306 2.1830 1.3190  0.4323
84 H 7.9734 3.1149 0.4833  0.3549
85 C 5.1055 -3.0914 -3.6414  -0.4281
86 C 4.4820 -3.2241 -2.4011  -0.4830
87 C 5.1764 -2.9096 -1.2333  -0.3565
88 C 6.4926 -2.4526 -1.3067  -0.3106
89 C 7.1148 -2.3163 -2.5473  -0.6939
90 C 6.4234 -2.6396 -3.7145  -0.1926
91 H 4.5651 -3.3398 -4.5511  0.4997
92 H 3.4541 -3.5737 -2.3445  0.4365
93 H 4.6925 -3.0195 -0.2667  0.3631
94 H 7.0323 -2.2028 -0.3970  0.4032
95 H 8.1400 -1.9585 -2.6043  0.3087
96 H 6.9104 -2.5386 -4.6804  0.4505
97 C 6.8539 3.3118 -2.9685  -0.5545
98 C 6.3943 2.0991 -2.4558  -0.3988
99 C 6.5349 0.9283 -3.2002  -0.0831
100 C 7.1447 0.9687 -4.4544  -0.3317
101 C 7.6078 2.1809 -4.9654  -0.4595
102 C 7.4587 3.3532 -4.2249  -0.4031
103 H 6.7411 4.2247 -2.3895  0.3876
104 H 5.9253 2.0666 -1.4756  0.5740
105 H 6.1706 -0.0154 -2.8034  0.2647
106 H 7.2588 0.0556 -5.0326  0.2973
107 H 8.0844 2.2119 -5.9421  0.3563
108 H 7.8146 4.2983 -4.6257  0.3450
109 C -1.5114 -4.1177 -3.1406  -0.4066
110 C -1.5196 -3.6707 -1.8197  -0.4092
111 C -2.3051 -2.5767 -1.4577  -0.2417
112 C -3.0908 -1.9353 -2.4157  -0.5355
113 C -3.0855 -2.3847 -3.7359  -0.3114
114 C -2.2928 -3.4729 -4.0998  -0.4018
115 H -0.8965 -4.9682 -3.4231  0.3810
116 H -0.9126 -4.1748 -1.0718  0.3698
117 H -2.3061 -2.2245 -0.4298  0.3436
118 H -3.7068 -1.0858 -2.1328  0.4237
119 H -3.6991 -1.8858 -4.4820  0.3538
120 H -2.2847 -3.8193 -5.1295  0.4570
121 C 0.5293 -2.5886 -6.3165  0.0026
122 C 0.0069 -2.7412 -7.6004  -0.3675
123 C 0.7743 -2.3948 -8.7121  -0.3888
124 C 2.0692 -1.9046 -8.5399  -0.4676
125 C 2.5929 -1.7556 -7.2560  -0.3499
126 C 1.8220 -2.0932 -6.1440  -0.7177
127 H -0.0704 -2.8554 -5.4502  0.2211
128 H -0.9996 -3.1296 -7.7348  0.3476
129 H 0.3646 -2.5075 -9.7122  0.3443
130 H 2.6692 -1.6392 -9.4063  0.3443
131 H 3.6025 -1.3751 -7.1221  0.4173
132 H 2.2283 -1.9718 -5.1437  0.5774